This record from OMol25 describes C8H12N2O3S as an isolated structure in a non-equilibrium geometry. The level of theory is the ωB97M-V functional and the def2-TZVPD basis.

XYZ file:
```
26
Properties=species:S:1:pos:R:3:mulliken_charge:R:1
C -2.246 0.594 0.631 0.414
C -0.981 -1.302 -0.790 0.144
C -2.306 1.950 0.065 -0.398
C -0.754 1.887 0.121 -0.187
C -0.153 -0.541 0.281 0.229
C 1.107 -0.008 -0.404 1.428
C 1.713 -0.920 -1.515 -1.602
C 2.067 0.571 0.655 -2.101
N -0.895 0.616 0.765 0.009
N 0.332 -1.526 1.325 -0.662
O -1.682 -0.790 -1.582 -0.489
O -3.045 -0.189 1.056 -0.610
O -0.650 -2.589 -0.772 -0.619
S 0.269 1.426 -1.319 -0.224
H -2.681 1.970 -1.001 0.233
H -2.777 2.805 0.585 0.316
H -0.292 2.712 0.662 0.372
H 1.088 -1.736 -1.751 0.424
H 2.697 -1.206 -1.281 0.391
H 1.731 -0.328 -2.363 0.452
H 2.917 0.001 0.732 0.505
H 1.556 0.631 1.587 0.484
H 2.285 1.548 0.286 0.404
H 1.186 -1.338 1.914 0.304
H -0.033 -2.741 0.120 0.530
H -0.452 -1.497 1.996 0.256
```

Values from the calculation:
F_max: 3.561 eV/Å
net charge: 0
HOMO: -0.3260 hartree
multiplicity: 1